No. 1
Computed, not measured: 10 unconnected molecules or ions with the total composition C10H40O10, with ωB97M-V/def2-TZVPD.

Element x y z (Å)
C -2.91 -1.64 -3.38
O -2.30 -0.67 -2.60
H -3.75 -2.10 -2.85
H -3.36 -1.25 -4.30
H -2.29 -2.51 -3.61
H -1.61 -0.24 -3.14
C 2.21 -2.19 3.86
O 1.16 -3.10 4.08
H 1.87 -1.29 3.34
H 2.67 -1.83 4.79
H 2.98 -2.70 3.28
H 0.52 -2.69 4.67
C 0.78 0.19 -0.55
O 1.98 0.83 -0.22
H 0.83 -0.85 -0.19
H -0.11 0.60 -0.06
H 0.55 0.14 -1.62
H 2.48 0.31 0.40
C -0.57 -3.81 -1.31
O -0.41 -4.86 -0.42
H -0.41 -2.82 -0.87
H 0.22 -3.86 -2.08
H -1.56 -3.84 -1.77
H -0.50 -4.58 0.52
C -1.93 3.63 0.99
O -1.56 3.92 2.31
H -1.68 2.59 0.74
H -2.98 3.81 0.78
H -1.31 4.25 0.34
H -1.87 3.22 2.89
C -1.82 -2.79 2.43
O -0.87 -3.81 2.22
H -2.82 -3.19 2.28
H -1.79 -2.40 3.47
H -1.66 -1.91 1.80
H -0.03 -3.55 2.66
C -3.81 1.05 -0.41
O -2.99 0.00 0.10
H -4.72 0.63 -0.83
H -4.06 1.74 0.39
H -3.25 1.59 -1.18
H -2.68 -0.51 -0.67
C 5.50 0.06 3.14
O 6.90 0.24 2.84
H 4.88 0.76 2.54
H 5.15 -0.94 2.86
H 5.31 0.31 4.18
H 7.09 -0.24 2.03
C -0.97 2.35 -3.75
O -0.25 1.09 -3.96
H -0.31 3.10 -3.29
H -1.37 2.77 -4.68
H -1.79 2.20 -3.05
H -0.05 1.04 -4.90
C 2.13 4.30 -1.82
O 2.75 3.02 -1.82
H 1.17 4.28 -2.36
H 1.94 4.68 -0.82
H 2.79 4.96 -2.39
H 2.49 2.51 -1.03

## Properties
Maximum force ... 2.1 eV/Å
SMILES string ... CO.CO.CO.CO.CO.CO.CO.CO.CO.CO
Calculated total energy ... -31489.179 eV
Gap between HOMO and LUMO ... 9.838 eV
LUMO energy ... 0.19 eV
Relative energy (zero: lowest compared OMol25 entry of this formula, charge and spin) ... 91.5 kcal/mol

Löwdin charges in e: -0.172, -0.130, 0.089, 0.083, 0.074, 0.057, -0.152, -0.120, 0.080, 0.084, 0.081, 0.093, -0.135, -0.111, 0.075, 0.071, 0.071, 0.078, -0.193, -0.123, 0.063, 0.081, 0.064, 0.047, -0.182, -0.105, 0.064, 0.073, 0.079, 0.076, -0.143, -0.141, 0.084, 0.078, 0.067, 0.057, -0.163, -0.150, 0.082, 0.061, 0.062, 0.039, -0.159, -0.121, 0.073, 0.068, 0.076, 0.070, -0.090, -0.134, 0.054, 0.084, 0.064, 0.081, -0.154, -0.134, 0.046, 0.078, 0.075, 0.032



No. 2
Computed, not measured: a molecular structure, C37H41Cl6N5O10Si4TeZr, with ωB97M-V/def2-TZVPD.

Element x y z (Å)
Zr -0.12 -0.25 -0.14
Cl -4.78 4.51 -2.73
C -3.44 3.44 -2.43
C -3.68 2.12 -2.09
C -2.59 1.31 -1.88
Cl -2.86 -0.33 -1.30
C -1.26 1.71 -2.00
O -0.25 0.83 -1.83
C -1.08 3.06 -2.27
Cl 0.52 3.73 -2.33
C -2.15 3.92 -2.50
H -4.68 1.75 -1.97
H -1.96 4.96 -2.72
O -1.81 2.28 2.70
C -0.99 1.99 1.86
O -1.24 1.15 0.85
C 0.38 2.60 1.83
C 0.64 3.80 2.47
C 1.87 4.39 2.26
C 2.79 3.91 1.34
C 2.52 2.72 0.70
C 1.40 1.99 1.10
O 1.30 0.69 0.80
N 3.23 2.43 -0.53
O 4.55 2.01 -0.37
O 2.56 1.64 -1.41
N 2.18 5.66 2.96
O 3.24 6.20 2.70
O 1.36 6.08 3.75
H -0.11 4.27 3.09
H 3.67 4.48 1.10
O -3.21 1.57 5.69
C -3.51 0.25 5.70
O -4.25 -0.21 6.52
C -2.86 -0.53 4.60
C -3.63 -1.37 3.81
C -3.11 -1.89 2.64
C -1.81 -1.58 2.28
C -0.99 -0.86 3.14
C -1.51 -0.33 4.30
N -1.36 -1.83 0.94
C -1.10 -3.00 0.51
C -0.82 -3.19 -0.94
C -0.99 -4.41 -1.56
C -0.88 -4.47 -2.95
C -0.63 -3.31 -3.65
C -0.44 -2.13 -2.94
N -0.50 -2.08 -1.62
H -2.73 1.80 4.88
H -4.66 -1.55 4.08
H -3.72 -2.47 1.96
H 0.05 -0.68 2.89
H -0.89 0.28 4.94
H -1.23 -3.89 1.14
H -1.23 -5.29 -0.97
H -1.01 -5.41 -3.46
H -0.57 -3.30 -4.73
H -0.24 -1.18 -3.43
C 6.48 2.24 -4.48
Si 4.92 2.36 -3.47
C 4.87 4.06 -2.73
C 3.44 2.08 -4.55
Si 5.10 0.94 -1.60
Te 2.83 -0.41 -1.24
Si 3.01 -1.27 -3.69
C 1.95 -1.04 -5.20
C 2.88 -3.05 -3.04
C 4.79 -1.17 -4.24
Si 6.95 -0.20 -0.68
C 8.25 -0.12 -2.02
C 7.50 0.76 0.79
C 6.57 -1.99 -0.36
H 6.48 3.04 -5.23
H 6.58 1.29 -5.02
H 7.37 2.37 -3.86
H 5.13 4.78 -3.51
H 5.57 4.17 -1.90
H 3.87 4.28 -2.35
H 3.09 3.04 -4.93
H 2.61 1.63 -4.01
H 3.69 1.45 -5.42
H 0.99 -0.55 -5.05
H 1.78 -2.04 -5.63
H 2.50 -0.45 -5.93
H 2.29 -3.19 -2.13
H 3.88 -3.42 -2.82
H 2.44 -3.71 -3.80
H 5.10 -0.19 -4.60
H 4.92 -1.88 -5.05
H 5.46 -1.46 -3.42
H 8.39 0.89 -2.41
H 8.01 -0.78 -2.86
H 9.21 -0.45 -1.60
H 7.80 1.78 0.51
H 8.36 0.26 1.23
H 6.70 0.82 1.52
H 7.17 -2.62 -1.03
H 5.52 -2.23 -0.47
H 6.82 -2.22 0.68
Cl 3.93 -4.07 2.31
C 2.35 -3.40 2.47
Cl 4.18 -0.42 1.34
Cl 1.45 -3.77 3.90
C 1.78 -2.68 1.51
N 1.12 -2.22 0.62

## Properties
Maximum force ... 1.3 eV/Å
Calculated total energy ... -182179.612 eV
Gap between HOMO and LUMO ... 5.459 eV
LUMO energy ... -1.73 eV
Relative energy (zero: lowest compared OMol25 entry of this formula, charge and spin) ... 45.0 kcal/mol

Here are the Löwdin charges for atoms 1 to 99, given in e: 1.658, 0.681, -0.661, -0.116, -0.527, 0.814, -0.431, -0.335, -0.556, 0.774, -0.121, 0.113, 0.109, 0.111, -0.497, -0.209, -0.037, 0.080, -0.119, 0.095, -0.115, -0.247, -0.401, -0.195, -0.339, -0.546, -0.356, 0.075, 0.083, 0.137, 0.139, 0.123, -0.481, 0.131, -0.132, 0.013, 0.003, -0.256, -0.028, -0.004, -0.078, -0.082, -0.268, 0.014, -0.024, -0.034, -0.135, -0.047, 0.090, 0.128, 0.118, 0.117, 0.140, 0.157, 0.126, 0.119, 0.116, 0.097, -0.209, 0.411, -0.196, -0.204, 0.474, 1.288, 0.327, -0.204, -0.244, -0.231, 0.356, -0.224, -0.220, -0.239, 0.042, 0.025, 0.024, 0.044, 0.041, 0.027, 0.047, 0.004, 0.025, 0.025, 0.036, 0.028, 0.001, 0.036, 0.032, -0.014, 0.057, 0.024, 0.013, 0.027, 0.038, 0.037, 0.042, 0.001, 0.033, -0.018, 0.038



No. 3
Computed, not measured: a molecular structure, C33H26Cl2CoN6O4, with ωB97M-V/def2-TZVPD.

Element x y z (Å)
Co 0.02 0.33 -0.14
Cl -2.85 3.43 5.09
C -2.77 2.53 3.61
C -1.80 1.55 3.47
C -1.70 0.88 2.26
N -0.77 -0.04 1.87
C -0.33 -1.08 2.56
O -0.54 -1.37 3.75
C 0.38 -2.02 1.64
C 0.94 -3.18 2.14
C 1.52 -4.10 1.28
C 1.48 -3.81 -0.09
C 0.90 -2.63 -0.51
N 0.38 -1.72 0.32
C -2.58 1.19 1.18
C -3.58 2.14 1.37
C -3.66 2.81 2.58
Cl -4.86 4.05 2.78
N -2.22 0.59 0.01
C -3.02 0.24 -0.99
O -4.26 0.26 -1.01
C -2.22 -0.26 -2.15
C -2.87 -0.72 -3.29
C -2.14 -1.10 -4.39
C -0.75 -1.00 -4.31
C -0.18 -0.56 -3.14
N -0.87 -0.21 -2.06
H -1.12 1.32 4.27
H 0.88 -3.35 3.21
H 1.97 -5.01 1.64
H 1.89 -4.50 -0.82
H 0.86 -2.39 -1.57
H -4.26 2.39 0.57
H -3.95 -0.75 -3.27
H -2.63 -1.45 -5.29
H -0.13 -1.25 -5.17
H 0.90 -0.44 -3.05
O 2.99 2.58 -2.17
C 1.98 2.11 -1.63
O 1.72 0.89 -1.47
C 0.89 3.07 -1.15
C 1.13 4.40 -0.83
C 0.08 5.18 -0.37
C -1.20 4.62 -0.36
C -1.34 3.30 -0.75
N -0.32 2.51 -1.06
H 2.13 4.79 -0.91
H 0.23 6.20 -0.05
H -2.06 5.20 -0.05
H -2.32 2.85 -0.82
C 4.24 -0.63 -1.28
N 4.52 -0.67 0.14
C 5.49 0.34 0.50
C 3.34 -0.77 1.00
C 2.68 0.50 1.53
C 3.38 1.13 2.56
C 2.98 2.33 3.10
C 1.80 2.89 2.66
C 1.04 2.22 1.71
C 1.45 1.02 1.13
H 5.16 -0.91 -1.81
H 3.91 0.35 -1.64
H 3.46 -1.35 -1.52
H 6.37 0.20 -0.13
H 5.79 0.19 1.54
H 5.12 1.37 0.36
H 3.65 -1.37 1.87
H 2.62 -1.35 0.44
H 4.26 0.65 2.96
H 3.56 2.80 3.88
H 1.43 3.82 3.07
H 0.08 2.64 1.46

## Properties
Maximum force ... 2.0 eV/Å
Charge ... -2
Calculated total energy ... -114448.045 eV
⟨S²⟩ ... 3.765
Multiplicity ... 4
Gap between HOMO and LUMO (alpha / beta) ... 5.186 / 5.947 eV
LUMO energy (alpha / beta) ... 4.48 / 4.48 eV
Relative energy (zero: lowest compared OMol25 entry of this formula, charge and spin) ... 20.0 kcal/mol

Löwdin charges in e: 0.635, 0.593, -0.701, -0.038, -0.216, 0.041, -0.480, -0.012, -0.160, -0.011, -0.066, -0.075, -0.141, 0.082, -0.223, -0.064, -0.706, 0.586, 0.059, -0.495, -0.023, -0.153, -0.018, -0.081, -0.069, -0.137, 0.087, 0.111, 0.111, 0.094, 0.092, 0.097, 0.101, 0.106, 0.092, 0.091, 0.102, -0.013, -0.619, -0.109, -0.187, -0.015, -0.075, -0.062, -0.127, 0.110, 0.111, 0.094, 0.097, 0.095, -0.108, -0.249, -0.128, -0.161, -0.206, -0.100, -0.128, -0.109, -0.137, -0.128, 0.069, 0.060, 0.069, 0.069, 0.066, 0.092, 0.117, 0.068, 0.086, 0.077, 0.088, 0.082



No. 4
Computed, not measured: a molecular structure, C17H31CaF3O2P2, with ωB97M-V/def2-TZVPD.

Element x y z (Å)
P -0.11 -1.94 1.30
P 0.11 1.86 1.24
C -0.36 -0.74 -0.11
C 0.30 0.63 -0.12
H -1.43 -0.67 -0.35
H 0.11 -1.32 -0.90
H 1.37 0.55 -0.41
H -0.21 1.21 -0.90
C -1.66 2.26 1.09
H -1.99 2.58 2.09
H -2.25 1.37 0.79
H -1.75 3.07 0.34
C 0.96 3.39 0.77
H 0.47 3.86 -0.11
H 2.03 3.20 0.58
H 0.89 4.04 1.66
C -1.06 -3.43 0.78
H -1.07 -4.10 1.65
H -0.58 -3.92 -0.09
H -2.11 -3.17 0.53
C 1.56 -2.53 0.73
H 2.29 -1.71 0.60
H 1.47 -3.06 -0.23
H 1.94 -3.23 1.50
Ca 0.97 -0.01 3.01
C 0.59 1.48 -3.03
C -0.75 1.56 -2.96
C -1.70 0.79 -3.81
C -1.32 -0.70 -4.08
C -0.50 -1.39 -3.04
C 0.84 -1.49 -3.04
C 1.75 -0.69 -3.91
C 1.35 0.80 -4.13
C 0.03 -2.04 3.89
H 1.21 2.00 -2.30
H -1.21 2.34 -2.33
H -1.82 1.28 -4.78
H -2.71 0.83 -3.37
H -2.27 -1.24 -4.22
H -0.77 -0.73 -5.03
H -1.09 -1.90 -2.28
H 1.33 -2.31 -2.49
H 1.83 -1.15 -4.91
H 2.78 -0.72 -3.51
H 2.29 1.35 -4.30
H 0.76 0.86 -5.04
H 0.64 -1.78 4.77
H 0.14 -3.12 3.70
H -1.01 -1.83 4.15
F 0.63 1.98 7.28
C 0.34 1.19 6.23
F 1.55 0.85 5.62
F -0.16 -0.01 6.74
C -0.67 1.78 5.16
O -1.34 2.76 5.48
O -0.63 1.07 4.08

## Properties
Maximum force ... 2.1 eV/Å
Calculated total energy ... -67392.508 eV
Gap between HOMO and LUMO ... 5.133 eV
LUMO energy ... -0.52 eV
Relative energy (zero: lowest compared OMol25 entry of this formula, charge and spin) ... 0.0 kcal/mol

Löwdin charges in e: 0.783, 0.759, -0.452, -0.445, 0.084, -0.002, 0.090, 0.013, -0.241, 0.046, 0.055, 0.044, -0.282, 0.045, 0.042, 0.049, -0.253, 0.042, 0.041, 0.051, -0.269, 0.038, 0.028, 0.044, 1.125, -0.122, -0.131, -0.180, -0.170, -0.125, -0.121, -0.184, -0.177, -0.446, 0.097, 0.106, 0.116, 0.109, 0.117, 0.104, 0.097, 0.101, 0.117, 0.109, 0.114, 0.104, -0.068, -0.056, -0.031, 0.140, -0.439, 0.033, 0.098, -0.551, 0.073, -0.272